1.
Density functional theory data (ωB97M-V/def2-TZVPD) for a structure of composition C25H43As3OPd at a distorted geometry.

Geometry as XYZ:
```
73
C25H43As3OPd (ωB97M-V/def2-TZVPD)
Pd -0.8909 -0.3975 -0.6213
C -1.1803 -0.4518 3.3570
As -0.1024 -0.5653 1.7104
C 0.8851 -2.1997 2.1167
C 1.4138 0.6865 1.9579
C 1.2249 2.1962 1.7939
C 0.0028 2.6372 2.6035
C 1.0707 2.6510 0.3388
As -0.4894 2.1044 -0.7469
C 0.0321 3.0369 -2.3951
C -1.9602 3.2962 -0.1861
C 2.4680 2.9006 2.3746
As 4.3488 2.4713 1.7730
C 4.7803 0.7247 2.5668
C 4.3696 1.9564 -0.1300
H -0.5145 -0.3126 4.2087
H -1.7159 -1.3926 3.4823
H -1.9095 0.3533 3.3293
H 1.4126 -2.0730 3.0655
H 1.6078 -2.4072 1.3301
H 0.2045 -3.0476 2.2084
H 2.1467 0.3271 1.2308
H 1.7834 0.4828 2.9718
H -0.8868 2.1516 2.1865
H -0.1317 3.7157 2.5583
H 0.1032 2.3481 3.6489
H 1.9165 2.2890 -0.2465
H 1.0791 3.7488 0.3061
H 0.1551 4.1005 -2.1730
H -0.7453 2.9288 -3.1542
H 0.9666 2.6383 -2.7882
H -1.5452 4.1875 0.2864
H -2.6357 2.8001 0.5100
H -2.5278 3.6059 -1.0654
H 2.5106 2.7421 3.4564
H 2.3648 3.9786 2.2242
H 4.5783 0.7186 3.6352
H 5.8444 0.5358 2.4278
H 4.2239 -0.0733 2.0775
H 4.1064 2.7925 -0.7739
H 3.7069 1.1108 -0.3126
H 5.3880 1.6563 -0.3748
C 3.2040 -1.1230 -2.1657
C 1.6743 -1.1758 -1.9613
C 0.9507 -0.6737 -3.2291
C 1.2458 -2.6386 -1.6947
O 1.3300 -0.3867 -0.8955
H 3.4935 -1.8075 -2.9556
H 3.7138 -1.4129 -1.2493
H 3.5142 -0.1181 -2.4408
H 1.2207 -1.2716 -4.0934
H 1.2157 0.3657 -3.4207
H -0.1415 -0.7423 -3.0642
H 1.3578 -3.2445 -2.5893
H 0.1820 -2.6320 -1.3965
H 1.8445 -3.0772 -0.8983
C -4.7225 -4.6908 -0.4304
C -3.3536 -4.5638 -0.1790
C -2.7106 -3.3759 -0.4437
C -3.3999 -2.2776 -0.9985
C -2.7650 -1.0592 -1.3279
C -3.4878 0.0049 -1.8313
C -4.8746 -0.0965 -1.9945
C -5.5164 -1.2806 -1.7117
C -4.8071 -2.3955 -1.2239
C -5.4380 -3.6211 -0.9198
H -5.2187 -5.6259 -0.2254
H -2.8056 -5.3997 0.2228
H -1.6529 -3.2567 -0.2161
H -3.0014 0.9379 -2.1275
H -5.4249 0.7582 -2.3587
H -6.5808 -1.3674 -1.8697
H -6.5040 -3.7037 -1.0826
```

The total energy comes out at -7888.11934 hartree. Its multiplicity is 5. The molar mass comes out at 690.8 g mol⁻¹. As for the HOMO-LUMO gap (spin up / spin down): 0.305 / 0.118 Eh. The value obtained for the LUMO energy (spin up / spin down) is -4.6 / -9.5 eV. The energy above the lowest of the compared OMol25 structures with the same formula, charge and spin comes out at 52.6 kJ/mol. The charge is +2.

2.
Density functional theory data (ωB97M-V/def2-TZVPD) for a cluster of 6 separate species, C25H43BrN2O17 in total at a distorted geometry.

Geometry as XYZ:
```
88
C25H43BrN2O17 (ωB97M-V/def2-TZVPD)
C 2.4125 -2.6678 -3.3929
C 2.3425 -1.6057 -4.4970
Br 1.2155 -2.1827 -5.9787
C 2.0642 -0.1819 -4.0007
C 0.6044 0.3005 -3.9866
C 0.6251 1.7049 -4.4144
N 0.6963 2.8169 -4.7021
C -0.1005 0.3160 -2.6140
C 0.5980 1.1643 -1.6585
N 1.2984 1.7669 -0.9732
C -0.3543 -1.0512 -1.9884
C -1.1099 -2.0285 -2.8867
C -2.2590 -1.3820 -3.6167
O -3.0098 -0.6064 -3.1170
O -2.3959 -1.8124 -4.9020
H 3.3310 -3.2223 -3.5146
H 2.4780 -2.2149 -2.4171
H 1.6199 -3.3970 -3.4562
H 3.3397 -1.5788 -4.8996
H 2.6602 0.5022 -4.5853
H 2.4329 -0.1240 -2.9846
H -0.0613 -0.1986 -4.6792
H -1.0621 0.7883 -2.7746
H 0.5608 -1.5226 -1.6606
H -0.9296 -0.8771 -1.0914
H -1.5433 -2.7811 -2.2391
H -0.4698 -2.5146 -3.6061
H -2.3523 -1.0635 -5.5017
C -1.0357 4.3914 0.3434
O -2.2910 4.9246 -0.0847
C -3.0620 4.0420 -0.7042
O -2.7976 2.8806 -0.8895
O -4.1790 4.6545 -1.0833
C -5.1075 3.8114 -1.7680
H -0.4914 5.1951 0.8294
H -1.1803 3.5810 1.0559
H -0.4623 4.0440 -0.5131
H -5.4322 2.9949 -1.1257
H -4.6693 3.4208 -2.6842
H -5.9651 4.4281 -2.0191
C 5.1266 -4.2752 2.6002
O 4.1047 -4.4432 3.5834
C 2.9061 -4.7355 3.0843
O 2.6374 -4.8627 1.9205
O 2.0599 -4.8619 4.0989
C 0.7167 -5.1776 3.7270
H 6.0424 -4.0430 3.1351
H 5.2689 -5.1932 2.0326
H 4.8858 -3.4494 1.9330
H 0.6721 -6.1337 3.2088
H 0.2960 -4.3863 3.1082
H 0.1407 -5.2519 4.6459
C 0.7887 5.5587 -5.4407
O 0.4426 6.9329 -5.1938
C 1.1601 7.8139 -5.8774
O 2.0411 7.5623 -6.6559
O 0.7361 9.0379 -5.5528
C 1.4283 10.0906 -6.2212
H 0.1404 4.9570 -4.8347
H 0.6289 5.3100 -6.4887
H 1.8203 5.3669 -5.1565
H 1.2954 10.0160 -7.2989
H 2.4871 10.0763 -5.9695
H 0.9933 11.0234 -5.8736
C -2.7133 0.6558 1.2992
O -1.8221 -0.3198 1.8582
C -2.3570 -0.9908 2.8763
O -3.4641 -0.8357 3.3115
O -1.4573 -1.8575 3.3465
C -1.9445 -2.6245 4.4505
H -2.1977 1.1472 0.4829
H -3.6096 0.1750 0.9114
H -2.9768 1.3995 2.0493
H -2.8050 -3.2212 4.1520
H -2.2059 -1.9767 5.2846
H -1.1482 -3.2918 4.7632
C -1.4832 -3.7914 10.0189
O -0.0653 -3.7957 9.8463
C 0.3363 -4.1565 8.6309
O -0.3806 -4.4631 7.7133
O 1.6640 -4.1177 8.6030
C 2.2225 -4.4891 7.3411
H -1.6738 -3.4825 11.0423
H -1.9512 -3.0812 9.3400
H -1.8925 -4.7879 9.8657
H 1.8897 -3.8089 6.5609
H 1.9558 -5.5136 7.0891
H 3.3022 -4.4192 7.4304
```

The total energy comes out at -4941.03152 hartree. The molar mass comes out at 723.5 g mol⁻¹. As for the HOMO-LUMO gap: 0.396 Eh. Its structure (SMILES) is C[C@@H](Br)C[C@H](C#N)[C@H](C#N)CCC(=O)O.COC(=O)OC.COC(=O)OC.COC(=O)OC.COC(=O)OC.COC(=O)OC. The value obtained for the LUMO energy is 0.2 eV.